No. 1
The following is a quantum chemistry calculation of a cluster of 2 separate species, C5H17N3 in total at a distorted geometry, from the OMol25 dataset.

## Properties
HOMO energy in eV: -7.96
Frontier orbital gap in eV: 8.846
DFT total energy in eV: -9929.534
ΔE to the lowest compared entry with this formula, charge and spin in kcal per mole: 28.3

XYZ file:
```
25
C5H17N3 ωB97M-V/def2-TZVPD
C -0.1181 -1.6357 -2.0301
C 0.2436 -1.8073 -0.5606
C -1.2080 -1.6602 0.3926
N -1.0943 -1.1942 1.7137
H -0.4330 -0.6120 -2.2422
H -0.9558 -2.2820 -2.2937
H 0.7128 -1.8860 -2.6913
H 1.1405 -1.2282 -0.3102
H 0.5769 -2.8330 -0.3800
H -1.8145 -0.9588 -0.1824
H -1.6353 -2.6626 0.3268
H -0.6165 -0.1293 1.6370
H -0.5342 -1.8316 2.2724
C 1.4565 1.3836 1.4644
N 0.1869 1.0045 0.8622
C -0.5217 2.0688 0.1452
N 0.0157 2.4442 -1.1420
H 1.2889 2.1767 2.1942
H 2.1951 1.7302 0.7302
H 1.8700 0.5173 1.9799
H 0.3465 0.2336 0.1766
H -0.5568 2.9554 0.7828
H -1.5447 1.7143 -0.0070
H 0.0549 1.6515 -1.7728
H 0.9446 2.8408 -1.0656
```

***

No. 2
The following is a quantum chemistry calculation of a structure of composition C52H51ClIMnN5O6Te at a distorted geometry, from the OMol25 dataset.

## Properties
HOMO energy (alpha / beta) in eV: -2.74 / -2.40
2S+1: 2
Frontier orbital gap (alpha / beta) in eV: 6.450 / 6.110
DFT total energy in eV: -133727.277
ΔE to the lowest compared entry with this formula, charge and spin in kcal per mole: 0.0
Total charge: -2

XYZ file:
```
118
C52H51ClIMnN5O6Te ωB97M-V/def2-TZVPD
Mn -0.7814 -0.3453 -0.4480
C -3.3579 0.4504 4.5596
C -2.0903 0.8768 3.8116
C -1.6432 2.2478 4.3230
C -0.9792 -0.1483 3.9517
C -0.3469 -0.2631 5.1858
C 0.7058 -1.1392 5.3884
C 1.1559 -1.8944 4.3211
C 0.5437 -1.8166 3.0744
C 1.0295 -2.6922 1.9498
C 2.5484 -2.8169 1.8736
C 0.3567 -4.0640 2.0167
C -0.5631 -0.9711 2.8819
N -1.2633 -0.9222 1.6381
C -2.5301 -1.3373 1.7541
O -3.0681 -1.9228 2.7072
C -3.3864 -1.0298 0.5515
C -4.7562 -1.2292 0.5145
C -5.4330 -0.9125 -0.6549
C -4.7335 -0.4440 -1.7580
C -3.3633 -0.2910 -1.6457
N -2.7416 -0.5597 -0.5040
C -2.4681 0.0823 -2.8072
O -2.9966 0.4322 -3.8712
N -1.1764 -0.0864 -2.5219
C -0.2407 -0.0214 -3.5944
C -0.1402 -1.0847 -4.5127
C 0.8612 -1.0567 -5.4813
C 1.7583 -0.0093 -5.5615
C 1.6333 1.0527 -4.6816
C 0.6405 1.0739 -3.7098
C 0.4313 2.3097 -2.8678
C -0.6875 3.1543 -3.4896
C 1.6845 3.1539 -2.6704
C -1.1071 -2.2556 -4.5188
C -2.2026 -2.0555 -5.5745
C -0.4127 -3.5975 -4.7803
H -4.1522 1.1844 4.3977
H -3.1578 0.4054 5.6358
H -3.7004 -0.5273 4.2265
H -2.3228 0.9721 2.7484
H -1.5256 2.2428 5.4105
H -2.3921 3.0044 4.0789
H -0.6966 2.5528 3.8794
H -0.6869 0.3548 6.0092
H 1.1798 -1.2158 6.3608
H 1.9980 -2.5639 4.4546
H 0.6958 -2.2027 1.0452
H 2.9614 -3.3531 2.7331
H 3.0190 -1.8322 1.8227
H 2.8323 -3.3732 0.9759
H 0.6607 -4.5934 2.9256
H 0.6345 -4.6770 1.1542
H -0.7303 -3.9572 2.0382
H -5.2465 -1.6200 1.3948
H -6.5079 -1.0404 -0.7096
H -5.2058 -0.1951 -2.6976
H 0.9445 -1.8812 -6.1801
H 2.5454 -0.0164 -6.3071
H 2.3230 1.8844 -4.7510
H 0.0782 1.9934 -1.8890
H -0.3710 3.5282 -4.4702
H -0.9321 3.9960 -2.8411
H -1.5930 2.5634 -3.6296
H 2.0117 3.6184 -3.6070
H 2.5065 2.5607 -2.2654
H 1.4692 3.9569 -1.9632
H -1.5809 -2.2966 -3.5347
H -1.7468 -2.0283 -6.5697
H -2.7416 -1.1265 -5.4061
H -2.9096 -2.8916 -5.5513
H -0.1858 -3.7161 -5.8435
H -1.0690 -4.4240 -4.4963
H 0.5218 -3.6934 -4.2281
Cl 3.2675 -5.3858 -2.9769
C 2.6562 -3.8831 -2.3145
C 3.4915 -2.8022 -2.2080
C 3.0441 -1.5893 -1.6776
I 4.3697 -0.0127 -1.3931
C 1.7265 -1.4071 -1.2457
O 1.2711 -0.3571 -0.6915
C 0.8570 -2.5533 -1.4171
N -0.4167 -2.3565 -0.9983
C -1.2739 -3.3463 -1.0433
C -0.9137 -4.6224 -1.5140
C 0.3639 -4.8487 -1.9384
C 1.3072 -3.7968 -1.9033
H 4.5206 -2.8951 -2.5287
H -2.2788 -3.1433 -0.6930
H -1.6550 -5.4104 -1.5272
H 0.6668 -5.8191 -2.3089
O -3.6844 2.0089 0.1758
N -2.6478 2.5384 -0.2418
O -2.6512 3.6543 -0.7648
O -1.5455 1.8995 -0.1597
Te 1.1163 2.2040 1.0675
C 0.6913 4.1421 1.8226
C 1.7090 5.0146 2.2045
C 1.4130 6.2950 2.6518
C 0.0958 6.7323 2.6980
C -0.9196 5.8721 2.3059
C -0.6264 4.5831 1.8839
C 2.8927 1.9641 2.2059
C 2.8554 1.1952 3.3645
C 4.0177 0.9479 4.0848
C 5.2295 1.4692 3.6540
C 5.2781 2.2313 2.4936
C 4.1167 2.4678 1.7694
H 2.7423 4.6929 2.1608
H 2.2177 6.9558 2.9545
H -0.1360 7.7365 3.0332
H -1.9525 6.1978 2.3276
H -1.4293 3.9194 1.6085
H 1.9158 0.7777 3.7009
H 3.9676 0.3367 4.9785
H 6.1373 1.2721 4.2125
H 6.2237 2.6276 2.1417
H 4.1621 3.0327 0.8453
```

***

No. 3
The following is a quantum chemistry calculation of a cluster of 3 separate species, C26H26Cl2O11Si in total at a distorted geometry, from the OMol25 dataset.

## Properties
HOMO energy in eV: -9.64
Frontier orbital gap in eV: 8.150
DFT total energy in eV: -82828.187
ΔE to the lowest compared entry with this formula, charge and spin in kcal per mole: 0.0

XYZ file:
```
66
C26H26Cl2O11Si ωB97M-V/def2-TZVPD
C 5.2546 -2.9407 -0.3237
C 4.2354 -2.0280 -0.9819
Cl 4.3615 -2.0608 -2.7610
C 2.7831 -2.2781 -0.4686
C 1.7573 -2.6313 -1.5018
C 1.5255 -3.8630 -1.9720
Si 2.3853 -5.4952 -1.5139
C 3.9145 -5.8505 -2.5535
C 2.7269 -5.7102 0.3205
C 1.1570 -6.8666 -1.9592
C 0.4671 -3.9715 -3.0088
O 0.5337 -4.7265 -3.9568
C -0.6750 -3.0538 -2.8393
C -0.4713 -1.8342 -2.3706
C -1.5759 -0.8484 -2.2330
C -2.2326 -1.0105 -0.8876
O -2.0008 -0.3387 0.0858
Cl -3.4225 -2.3425 -0.7801
C 0.9384 -1.4875 -2.0161
O 1.3942 -0.3835 -2.1922
H 5.2897 -3.9323 -0.7454
H 4.9603 -3.0494 0.7133
H 6.2244 -2.4663 -0.3119
H 4.5044 -1.0268 -0.7013
H 2.7684 -2.9550 0.3688
H 2.4813 -1.3163 -0.0710
H 4.3995 -6.7051 -2.0931
H 3.6069 -6.0968 -3.5603
H 4.6186 -5.0333 -2.5929
H 3.0863 -6.7266 0.4393
H 1.8271 -5.6273 0.9154
H 3.5104 -5.0760 0.7038
H 0.1345 -6.5336 -1.8469
H 1.3416 -7.7434 -1.3540
H 1.3112 -7.1594 -2.9883
H -1.6721 -3.3527 -3.1175
H -2.3028 -1.0178 -3.0114
H -1.2147 0.1683 -2.2951
O -0.8863 4.9899 3.3230
C -0.2986 4.0787 2.7663
C -0.4774 3.7317 1.3665
C 0.2006 2.6967 0.8505
O 0.0921 2.3211 -0.4132
C 1.1465 1.8762 1.6768
O 1.7081 0.9482 1.1259
C 1.3443 2.2365 3.0706
C 0.6689 3.2706 3.5872
O 0.7943 3.6594 4.8489
H -1.1614 4.3293 0.7839
H 0.6770 1.5455 -0.5247
H 2.0400 1.6479 3.6515
H 0.1947 4.4216 4.9561
O -2.8140 5.8632 1.3259
C -3.9467 6.2777 1.4723
C -4.5704 7.2736 0.6170
C -5.8272 7.6644 0.8637
O -6.4642 8.5631 0.1249
C -6.6231 7.1060 2.0106
O -7.7525 7.5271 2.1732
C -6.0025 6.1023 2.8578
C -4.7446 5.7111 2.6119
O -4.1055 4.8154 3.3494
H -3.9904 7.6667 -0.2058
H -7.3494 8.6597 0.5233
H -6.5851 5.7034 3.6757
H -3.2007 4.7534 2.9825
```

***

No. 4
The following is a quantum chemistry calculation of a structure of composition C30H42GeN2OPtSb, from the OMol25 dataset.

## Properties
HOMO energy (alpha / beta) in eV: -17.34 / -17.34
Frontier orbital gap (alpha / beta) in eV: 6.497 / 6.498
DFT total energy in eV: -103090.222
ΔE to the lowest compared entry with this formula, charge and spin in kcal per mole: 49.7
Total charge: +3

XYZ file:
```
78
C30H42GeN2OPtSb ωB97M-V/def2-TZVPD
Pt -0.0136 0.3100 -0.2709
C -0.7478 2.7065 -2.9536
C -1.5641 2.8392 -1.6943
O -1.6951 1.5562 -0.9923
H -0.5398 3.6923 -3.3695
H -1.2762 2.1322 -3.7161
H 0.2120 2.2183 -2.7506
H -2.5752 3.1948 -1.8880
H -1.1103 3.5183 -0.9768
H -2.2073 0.9581 -1.5559
C 3.9208 1.1539 1.6089
Ge 2.9029 1.6586 0.0349
C 3.4685 3.3461 -0.7489
C 2.8917 0.2540 -1.3489
C 0.9577 2.0409 0.4722
H 4.9628 1.0562 1.3004
H 3.6130 0.2101 2.0540
H 3.8664 1.9272 2.3733
H 4.4947 3.2398 -1.1030
H 3.4444 4.1521 -0.0166
H 2.8420 3.6194 -1.5975
H 3.9238 0.1698 -1.6986
H 2.2925 0.5306 -2.2191
H 2.5947 -0.7321 -0.9940
H 0.5069 2.6760 -0.2910
H 0.8553 2.6432 1.3832
N -0.5389 -1.0111 -1.7543
C -0.4789 -1.4389 -2.8402
N -0.4242 -1.9195 -4.0239
C -1.3941 -1.5073 -5.0787
C -2.3648 -2.6460 -5.3459
C -1.6141 -3.9325 -5.6879
C -0.6199 -4.3059 -4.5885
C 0.3457 -3.1640 -4.3162
H -0.8000 -1.2803 -5.9651
H -1.8899 -0.5939 -4.7533
H -3.0210 -2.3518 -6.1657
H -2.9976 -2.7978 -4.4663
H -1.0829 -3.8066 -6.6357
H -2.3237 -4.7452 -5.8352
H -0.0398 -5.1837 -4.8749
H -1.1524 -4.5589 -3.6664
H 0.9530 -2.9436 -5.1954
H 1.0120 -3.3592 -3.4778
C 2.7821 1.3892 5.8019
C 2.3049 0.1146 5.5278
C 1.4355 -0.0879 4.4653
C 1.0679 1.0021 3.6786
C 1.5237 2.2896 3.9600
C 2.3906 2.4746 5.0243
Sb -0.4058 0.6845 2.2441
C -2.3567 1.2016 2.7428
C -3.1355 0.2014 3.3229
C -4.3990 0.5393 3.7846
C -4.8571 1.8455 3.6657
C -4.0611 2.8308 3.0908
C -2.7943 2.5173 2.6245
C -0.1082 -1.2556 1.4197
C 1.2271 -1.7291 1.4300
C 1.4741 -3.0746 1.2038
C 0.4035 -3.9388 1.0244
C -0.9241 -3.4808 1.0269
C -1.1895 -2.1463 1.1977
H 3.4556 1.5420 6.6346
H 2.6025 -0.7228 6.1441
H 1.0610 -1.0855 4.2662
H 1.2154 3.1510 3.3805
H 2.7543 3.4672 5.2535
H -2.7764 -0.8147 3.4386
H -5.0204 -0.2176 4.2435
H -5.8421 2.1014 4.0323
H -4.4243 3.8465 3.0134
H -2.1749 3.2904 2.1859
H 2.0423 -1.0516 1.6490
H 2.4877 -3.4523 1.1982
H 0.5935 -4.9962 0.8872
H -1.7341 -4.1851 0.8920
H -2.2068 -1.7755 1.1755
```

***

No. 5
The following is a quantum chemistry calculation of the molecule C2H4N2O2 at a distorted geometry, from the OMol25 dataset.

## Properties
HOMO energy in eV: -9.36
Frontier orbital gap in eV: 9.849
DFT total energy in eV: -9210.564
ΔE to the lowest compared entry with this formula, charge and spin in kcal per mole: 107.4

XYZ file:
```
10
C2H4N2O2 ωB97M-V/def2-TZVPD
H -2.5154 1.6415 0.4730
N -1.7991 0.7863 0.4754
N -0.8937 0.9901 -0.3135
C 0.0527 -0.1298 -0.4195
O -0.4305 -1.3006 0.1344
C 1.7495 -0.1704 -0.0211
O 2.3479 0.6912 0.5147
H 0.0447 -0.2000 -1.5279
H -0.5220 -1.0561 1.1374
H 1.9660 -1.2522 -0.4530
```

***

No. 6
The following is a quantum chemistry calculation of a structure of composition B5CuF20, from the OMol25 dataset.

## Properties
HOMO energy (alpha / beta) in eV: -3.44 / -3.44
2S+1: 2
Frontier orbital gap (alpha / beta) in eV: 11.074 / 9.308
DFT total energy in eV: -102403.641
ΔE to the lowest compared entry with this formula, charge and spin in kcal per mole: 1.5
Total charge: -3

XYZ file:
```
26
B5CuF20 ωB97M-V/def2-TZVPD
Cu 0.0039 -0.2370 0.2263
B -0.2328 -0.4157 -3.0197
F -1.4549 -1.0815 -2.9663
F -0.4196 0.9409 -3.3221
F 0.4665 -0.5360 -1.7584
F 0.5945 -1.0066 -4.0006
B 2.4084 0.5342 1.5549
F 2.3014 -0.0748 0.2685
F 3.2039 1.6769 1.4759
F 1.0563 0.8787 1.8873
F 2.9318 -0.3401 2.5031
B 0.5371 -2.9824 0.4379
F 1.4942 -2.9948 -0.5802
F 0.3519 -4.3057 0.8991
F 0.9180 -2.1600 1.5136
F -0.6536 -2.3972 -0.0720
B -0.1122 3.1671 -0.2872
F 1.0694 3.4417 -0.9778
F -1.2056 3.7676 -0.9430
F -0.3225 1.7352 -0.2659
F -0.0401 3.6448 1.0240
B -2.6088 -0.2420 1.2808
F -3.6601 -1.1453 1.4899
F -2.9329 1.0055 1.8122
F -1.4097 -0.7218 1.9092
F -2.2845 -0.1518 -0.0894
```

***

No. 7
The following is a quantum chemistry calculation of a cluster of 20 separate species, C30H100O20 in total at a distorted geometry, from the OMol25 dataset.

## Properties
HOMO energy in eV: -9.39
Frontier orbital gap in eV: 8.990
DFT total energy in eV: -73679.922
ΔE to the lowest compared entry with this formula, charge and spin in kcal per mole: 34.0

XYZ file:
```
150
C30H100O20 ωB97M-V/def2-TZVPD
O -2.9380 2.6549 3.2476
H -3.1761 3.0318 4.0947
H -3.7714 2.5510 2.7884
O -0.7789 3.4253 1.1175
H -0.7168 2.5949 0.6455
H -1.2268 3.2042 1.9340
O 1.4703 0.4180 -0.9167
H 1.2939 -0.4197 -0.4884
H 2.3159 0.6947 -0.5636
O -5.3261 2.1434 2.3529
H -5.6499 1.3136 2.0025
H -5.8625 2.3015 3.1298
O -1.3537 0.8528 4.4095
H -1.6183 0.9377 5.3255
H -1.7910 1.5790 3.9650
O -1.0860 0.7698 0.0391
H -0.1948 0.8539 -0.2998
H -1.0572 -0.0049 0.6006
C 3.2981 -1.1314 3.6590
C 2.1593 -0.1347 4.0013
C 1.8417 0.8081 2.7929
O 1.0272 -0.8867 4.4648
H 3.5874 -1.8318 4.4425
H 4.2249 -0.5967 3.4510
H 3.0092 -1.6889 2.7680
H 2.6004 0.4522 4.8070
H 1.4225 0.3221 1.9119
H 2.7642 1.2977 2.4809
H 1.0385 1.4481 3.1580
H 0.3538 -0.2810 4.7831
C 4.6701 -1.0880 0.2761
C 5.2304 -2.2534 -0.5504
C 4.8586 -2.1673 -2.0294
O 6.5857 -2.3170 -0.4762
H 5.1454 -0.9619 1.2489
H 3.5904 -1.1639 0.4048
H 4.8655 -0.1545 -0.2516
H 4.9211 -3.1909 -0.0882
H 3.8003 -1.9689 -2.1989
H 5.2160 -3.0160 -2.6127
H 5.3761 -1.3258 -2.4900
H 6.7560 -2.6829 0.3948
C 1.2820 -3.8339 -0.4383
C 0.2994 -2.6101 -0.6347
C -1.1609 -2.8861 -0.5819
O 0.6802 -1.6373 0.3441
H 1.0340 -4.6470 -1.1205
H 1.3188 -4.2527 0.5673
H 2.2814 -3.4809 -0.6928
H 0.4975 -2.2639 -1.6491
H -1.3931 -3.6595 -1.3140
H -1.7243 -1.9761 -0.7884
H -1.4749 -3.3213 0.3669
H 0.3985 -1.9958 1.1889
C -3.1729 4.6504 -1.0645
C -2.9758 5.9675 -0.2574
C -3.8844 6.0590 0.9210
O -1.6174 5.9056 0.1318
H -2.7660 3.7906 -0.5323
H -2.5640 4.7854 -1.9584
H -4.1734 4.3887 -1.4091
H -3.1204 6.8258 -0.9135
H -4.1208 5.1112 1.4046
H -4.8323 6.5075 0.6236
H -3.3776 6.6587 1.6770
H -1.5237 5.1840 0.7580
C -4.5750 -2.6715 -4.3259
C -5.3959 -2.2763 -3.1180
C -6.5233 -3.2703 -2.8378
O -4.5462 -2.3139 -2.0129
H -4.4957 -3.7586 -4.3362
H -3.5969 -2.1916 -4.3591
H -5.1150 -2.3599 -5.2200
H -5.7533 -1.2609 -3.2891
H -7.2419 -3.3916 -3.6483
H -7.1051 -2.9998 -1.9567
H -6.1835 -4.2991 -2.7184
H -4.0015 -1.5243 -1.9747
C 4.5638 4.3844 -0.7274
C 4.5435 2.9481 -0.2170
C 5.2353 2.7269 1.0974
O 3.2587 2.4636 -0.0462
H 5.5732 4.5966 -1.0798
H 4.3576 5.1268 0.0436
H 3.7014 4.5186 -1.3804
H 5.0209 2.3912 -1.0233
H 6.2887 2.9981 1.0271
H 5.1376 1.6729 1.3574
H 4.7305 3.3269 1.8545
H 2.8704 3.0903 0.5687
C 0.3976 -2.7601 -4.4220
C 1.1880 -3.6463 -5.3984
C 2.4997 -4.1153 -4.7205
O 0.3805 -4.7394 -5.8112
H -0.5978 -2.5234 -4.7978
H 0.8647 -1.8274 -4.1059
H 0.2840 -3.4153 -3.5583
H 1.3946 -2.9472 -6.2088
H 2.9897 -3.1791 -4.4526
H 3.1521 -4.5796 -5.4601
H 2.3346 -4.8197 -3.9052
H -0.1610 -4.9065 -5.0363
C -0.3458 -4.4397 3.7442
C 0.5656 -4.5222 4.9975
C 1.2221 -5.8903 5.1269
O 1.5560 -3.5632 5.0230
H -1.1640 -5.1548 3.8296
H 0.0859 -4.7389 2.7892
H -0.7911 -3.4491 3.6511
H -0.0296 -4.4110 5.9039
H 0.5289 -6.6617 4.7916
H 1.4682 -6.1796 6.1486
H 2.1537 -5.9773 4.5679
H 1.2139 -2.7988 4.5536
C 3.3093 1.7380 -3.8596
O 2.0137 1.2813 -3.7560
H 3.3185 2.1002 -4.8876
H 3.4937 2.6448 -3.2836
H 4.1090 1.0254 -3.6576
H 1.9452 0.9168 -2.8706
C 1.8622 5.6686 1.6583
O 1.8100 4.2618 1.6534
H 1.0073 5.9901 2.2532
H 2.7210 6.0987 2.1738
H 1.8741 6.2053 0.7096
H 0.8892 3.9903 1.6605
C 0.6870 4.0543 -2.2426
O 0.4659 5.4373 -1.7911
H -0.2328 3.5886 -2.5964
H 1.3325 3.9667 -3.1165
H 1.1120 3.5328 -1.3850
H -0.2367 5.3791 -1.1396
C -2.0251 0.2061 -2.8231
O -3.0003 0.2652 -1.7822
H -1.8243 1.2240 -3.1573
H -1.1388 -0.3528 -2.5229
H -2.5225 -0.4246 -3.5599
H -2.6223 0.7844 -1.0687
C -5.7471 -0.5971 0.3312
O -6.4854 -0.2728 1.4981
H -6.4859 -0.9763 -0.3749
H -5.3202 0.2130 -0.2601
H -5.0463 -1.4191 0.4771
H -6.6189 -1.1042 1.9593
C -2.8906 -1.1299 2.2742
O -1.4733 -0.9106 2.4293
H -3.2577 -0.2561 1.7358
H -3.0339 -2.0950 1.7882
H -3.4171 -1.1984 3.2262
H -1.2961 -0.1750 3.0201
```